{"formula": "H4O2", "method": "the ωB97M-V functional and the def2-TZVPD basis", "multiplicity": 1, "fmax_ev_per_a": 1.79, "total_energy_ha": -152.86795, "lumo_energy_ev": 0.61, "smiles": "O.O", "relative_energy_ev": 0.190, "orbital_gap_ev": 12.2, "symbols": ["H", "H", "H", "H", "O", "O"], "coordinates": [[-1.66, 0.67, 0.19], [-1.07, -0.71, 0.26], [2.19, 0.15, 0.29], [0.89, 0.45, -0.47], [-1.79, -0.25, -0.14], [1.44, -0.31, -0.13]], "nbo_charge": [0.46, 0.47, 0.47, 0.47, -0.93, -0.94]}